Entry 1:
Here is a 2-piece molecular cluster, C2H7N3O overall at a distorted geometry from the Open Molecules 2025 dataset. Energies are from wB97M-V/def2-TZVPD.

## Properties
HOMO   -9.81 eV
Lowest unoccupied orbital energy   0.96 eV
Gap between HOMO and LUMO   10.771 eV
SMILES   [H]/N=C/C.[H]/N=N/O
Energy above the lowest of the compared OMol25 structures with the same formula, charge and spin   4.249 eV
2S+1   1
Total charge   0

Last column: natural (NBO) charge in e.
Cartesian coordinates (Å):
H  0.84  2.37  0.13  0.36
N  0.84  1.40  -0.30  -0.69
C  1.44  0.55  0.38  0.19
C  1.37  -0.85  0.04  -0.72
H  2.02  0.71  1.31  0.16
H  2.10  -1.45  0.59  0.23
H  0.33  -1.13  0.02  0.27
H  1.55  -0.92  -1.15  0.24
H  -2.87  -1.77  -0.50  0.32
N  -3.01  -0.72  -0.20  -0.36
N  -1.87  -0.33  -0.24  0.07
O  -1.82  0.95  0.13  -0.56
H  -0.92  1.21  -0.21  0.49

---

Entry 2:
Here is C8H20F6NO8S2 as an isolated structure at a distorted geometry from the Open Molecules 2025 dataset. Energies are from wB97M-V/def2-TZVPD.

## Properties
HOMO   -3.96 eV
Lowest unoccupied orbital energy   2.40 eV
Gap between HOMO and LUMO   6.354 eV
2S+1   1
Total charge   -1

Last column: natural (NBO) charge in e.
Cartesian coordinates (Å):
O  1.82  1.46  1.73  -0.87
H  1.58  1.87  0.83  0.53
H  1.51  0.47  1.74  0.45
H  2.76  1.49  1.93  0.50
O  0.82  -0.44  -1.00  -0.86
H  0.00  -0.77  -1.50  0.56
H  0.94  -0.83  -0.09  0.54
H  0.77  0.51  -0.78  0.52
C  -0.06  -0.05  3.59  -0.66
C  0.74  -1.02  2.68  0.10
C  -0.23  -2.12  2.27  -0.62
O  1.39  -0.56  1.53  -0.83
H  -1.04  0.20  3.18  0.21
H  0.41  0.94  3.47  0.22
H  -0.17  -0.31  4.64  0.21
H  1.52  -1.42  3.33  0.13
H  -0.22  -2.85  3.09  0.19
H  0.02  -2.63  1.35  0.21
H  -1.26  -1.77  2.15  0.21
C  -1.10  -3.53  -1.89  -0.62
C  -1.96  -2.41  -2.43  0.12
C  -3.28  -2.36  -1.63  -0.63
O  -1.27  -1.21  -2.49  -0.96
H  -0.73  -3.29  -0.89  0.18
H  -0.25  -3.74  -2.53  0.20
H  -1.72  -4.43  -1.84  0.18
H  -2.28  -2.65  -3.46  0.10
H  -3.89  -1.49  -1.85  0.21
H  -3.04  -2.35  -0.57  0.18
H  -3.85  -3.26  -1.88  0.17
C  3.53  2.90  -1.38  0.77
F  3.66  3.80  -0.38  -0.32
F  4.30  3.30  -2.36  -0.29
F  3.85  1.70  -0.94  -0.31
S  1.73  2.82  -2.02  2.14
O  1.30  4.14  -2.43  -0.87
O  1.67  1.86  -3.07  -0.88
N  0.91  2.12  -0.62  -1.26
S  -0.55  2.77  -0.73  2.18
O  -0.61  4.18  -0.37  -0.93
O  -1.28  2.47  -1.94  -0.89
C  -1.47  1.81  0.63  0.75
F  -1.18  0.53  0.50  -0.32
F  -0.99  2.20  1.83  -0.33
F  -2.79  1.95  0.61  -0.29

---

Entry 3:
Here is C31H26Br2MnPTe as an isolated structure from the Open Molecules 2025 dataset. Energies are from wB97M-V/def2-TZVPD.

## Properties
Expectation value of S²   9.02
HOMO (spin up / spin down)   -11.02 / -11.35 eV
Lowest unoccupied orbital energy (spin up / spin down)   -4.59 / -3.33 eV
Gap between HOMO and LUMO (spin up / spin down)   6.431 / 8.017 eV
Energy above the lowest of the compared OMol25 structures with the same formula, charge and spin   0.429 eV
2S+1   6
Total charge   +1

Last column: Mulliken spin population.
Cartesian coordinates (Å):
Mn  2.29  -0.25  -0.71  4.48
Br  4.62  -0.67  -0.63  -0.01
C  4.33  2.63  -1.29  0.88
Br  2.46  2.45  -1.35  0.08
H  4.87  2.34  -2.17  0.02
H  4.75  2.88  -0.33  0.02
C  -4.29  -1.87  0.12  0.00
C  -4.15  -1.23  -1.10  0.00
C  -2.91  -0.76  -1.51  0.00
C  -1.81  -0.92  -0.68  -0.03
C  -1.95  -1.56  0.55  0.01
C  -3.18  -2.04  0.95  0.00
P  -0.16  -0.42  -1.25  -0.09
C  -0.37  0.71  -2.64  0.00
C  0.18  0.44  -3.89  -0.01
C  0.14  1.41  -4.88  0.00
C  -0.45  2.64  -4.63  0.00
C  -0.99  2.92  -3.38  0.00
C  -0.95  1.96  -2.38  0.00
C  0.56  -1.96  -1.86  -0.06
C  -0.06  -3.01  -2.54  -0.02
C  0.67  -4.17  -2.77  0.04
C  1.98  -4.28  -2.32  -0.02
C  2.61  -3.25  -1.64  0.05
C  1.87  -2.09  -1.42  -0.38
H  -5.26  -2.23  0.44  0.00
H  -5.01  -1.10  -1.74  0.00
H  -2.81  -0.25  -2.46  0.00
H  -1.08  -1.71  1.19  0.00
H  -3.29  -2.54  1.90  0.00
H  0.63  -0.52  -4.09  0.00
H  0.56  1.20  -5.85  0.00
H  -0.48  3.40  -5.41  0.00
H  -1.45  3.88  -3.19  0.00
H  -1.36  2.18  -1.40  0.00
H  -1.09  -2.93  -2.85  0.00
H  0.21  -5.00  -3.29  0.00
H  2.53  -5.20  -2.51  0.00
H  3.63  -3.34  -1.30  0.00
Te  2.21  0.93  2.10  0.05
C  1.50  -0.29  3.68  0.01
C  0.76  -1.44  3.43  -0.01
C  0.28  -2.20  4.48  0.00
C  0.55  -1.82  5.79  0.00
C  1.31  -0.69  6.04  0.00
C  1.78  0.08  4.99  0.00
C  0.51  2.17  1.87  0.00
C  0.66  3.55  1.89  0.00
C  -0.44  4.37  1.69  0.00
C  -1.70  3.82  1.49  0.00
C  -1.85  2.44  1.48  0.00
C  -0.75  1.62  1.67  0.00
H  0.57  -1.74  2.41  0.01
H  -0.30  -3.10  4.28  0.00
H  0.18  -2.42  6.61  0.00
H  1.53  -0.40  7.06  0.00
H  2.37  0.97  5.19  0.00
H  1.64  3.99  2.07  0.00
H  -0.32  5.45  1.72  0.00
H  -2.56  4.46  1.35  0.00
H  -2.83  1.99  1.34  0.00
H  -0.88  0.54  1.68  0.00

---

Entry 4:
Here is C18H16BrF8NO3Pd as an isolated structure from the Open Molecules 2025 dataset. Energies are from wB97M-V/def2-TZVPD.

## Properties
HOMO   -1.35 eV
Lowest unoccupied orbital energy   3.78 eV
Gap between HOMO and LUMO   5.127 eV
Energy above the lowest of the compared OMol25 structures with the same formula, charge and spin   0.602 eV
2S+1   1
Total charge   -2

Last column: natural (NBO) charge in e.
Cartesian coordinates (Å):
Pd  0.10  0.26  0.41  0.83
F  2.20  0.68  -1.30  -0.39
C  1.97  0.22  -0.01  0.41
F  2.47  -1.09  -0.07  -0.41
H  2.64  0.78  0.65  0.11
C  -2.44  -1.28  2.64  -0.66
C  -2.73  -1.08  1.14  0.12
O  -2.05  -0.10  0.54  -0.88
C  -4.25  -0.77  1.00  0.95
F  -5.06  -1.78  1.43  -0.36
F  -4.63  -0.50  -0.26  -0.33
F  -4.59  0.30  1.74  -0.34
C  -2.45  -2.44  0.43  0.94
F  -1.13  -2.67  0.37  -0.33
F  -2.91  -2.50  -0.83  -0.34
F  -2.98  -3.53  1.07  -0.36
H  -2.55  -0.31  3.13  0.23
H  -1.41  -1.59  2.77  0.25
H  -3.11  -2.00  3.11  0.20
C  1.81  -2.28  2.54  -0.63
C  1.17  -1.07  3.13  0.10
C  1.09  -0.77  4.47  -0.37
C  0.37  0.44  4.58  -0.37
C  0.04  0.82  3.29  0.11
C  -0.73  2.03  2.86  -0.66
N  0.54  -0.10  2.40  -0.56
H  1.99  -3.01  3.33  0.19
H  2.77  -2.07  2.05  0.21
H  1.17  -2.75  1.78  0.22
H  1.48  -1.38  5.27  0.18
H  0.08  0.98  5.48  0.18
H  -1.36  2.37  3.69  0.19
H  -1.39  1.80  2.02  0.24
H  -0.07  2.85  2.56  0.22
Br  -2.15  8.68  -1.74  -0.03
C  -1.49  6.91  -1.41  -0.08
C  -2.00  5.85  -2.14  -0.27
C  -1.51  4.58  -1.89  -0.19
C  -0.51  4.37  -0.93  -0.04
C  -0.03  5.46  -0.21  -0.19
C  -0.51  6.74  -0.44  -0.27
C  0.02  2.96  -0.67  0.73
O  -0.54  2.00  -1.24  -0.74
O  0.97  2.94  0.15  -0.74
H  -2.77  6.02  -2.88  0.21
H  -1.88  3.72  -2.42  0.24
H  0.73  5.27  0.54  0.24
H  -0.14  7.58  0.12  0.21

---

Entry 5:
Here is C7H17AgClNO3 as an isolated structure at a distorted geometry from the Open Molecules 2025 dataset. Energies are from wB97M-V/def2-TZVPD.

## Properties
HOMO   -9.06 eV
Lowest unoccupied orbital energy   -2.67 eV
Gap between HOMO and LUMO   6.386 eV
Energy above the lowest of the compared OMol25 structures with the same formula, charge and spin   2.381 eV
2S+1   1
Total charge   0

Last column: natural (NBO) charge in e.
Cartesian coordinates (Å):
Ag  4.21  -0.19  1.10  0.85
Cl  1.88  0.99  0.12  -0.83
C  -1.76  0.21  1.28  -0.24
O  -2.07  -1.07  1.71  -0.56
C  -2.03  -1.23  3.17  -0.10
C  -2.42  -2.66  3.52  -0.09
O  -3.70  -3.17  3.47  -0.52
C  -4.23  -3.17  2.20  -0.25
H  -2.25  0.95  1.91  0.16
H  -1.99  0.29  0.21  0.20
H  -0.68  0.27  1.43  0.18
H  -2.66  -0.46  3.62  0.18
H  -0.99  -1.11  3.47  0.17
H  -2.00  -2.92  4.50  0.19
H  -1.71  -3.28  2.97  0.16
H  -3.45  -3.04  1.45  0.19
H  -4.99  -2.39  2.20  0.17
H  -4.80  -4.07  1.98  0.17
C  4.37  0.87  -3.27  -0.71
C  3.40  1.93  -3.85  0.67
O  3.39  2.09  -5.08  -0.65
N  2.55  2.56  -2.98  -0.62
C  1.54  3.47  -3.38  -0.41
H  4.09  -0.05  -3.78  0.24
H  4.26  0.74  -2.19  0.19
H  5.41  1.10  -3.52  0.23
H  2.63  2.13  -2.07  0.42
H  1.85  4.19  -4.13  0.22
H  1.53  4.07  -2.47  0.21
H  0.61  2.95  -3.60  0.20

---

Entry 6:
Here is a 2-piece molecular cluster, C4H10O overall at a distorted geometry from the Open Molecules 2025 dataset. Energies are from wB97M-V/def2-TZVPD.

## Properties
HOMO   -9.18 eV
Lowest unoccupied orbital energy   0.78 eV
Gap between HOMO and LUMO   9.961 eV
SMILES   C=C(C)C.O
Energy above the lowest of the compared OMol25 structures with the same formula, charge and spin   1.259 eV
2S+1   1
Total charge   0

Last column: natural (NBO) charge in e.
Cartesian coordinates (Å):
C  -0.72  -1.05  -0.95  -0.44
C  0.03  0.00  -0.71  0.06
C  -0.10  1.38  -1.34  -0.65
C  1.11  0.03  0.39  -0.65
H  -0.61  -2.01  -0.48  0.19
H  -1.51  -0.82  -1.67  0.20
H  0.80  1.63  -1.90  0.22
H  -0.01  2.09  -0.50  0.21
H  -0.98  1.66  -1.90  0.22
H  0.64  0.67  1.14  0.23
H  1.98  0.53  -0.07  0.20
H  1.43  -0.92  0.78  0.20
O  -0.94  -0.72  2.27  -0.91
H  -0.15  -0.78  2.84  0.46
H  -0.95  -1.67  2.11  0.46